Record 1
Molecular formula: C4H14N3
Method: DFT, wB97M-V/def2-TZVPD

Geometry (Å):
C -1.191 1.533 0.936
C -1.535 0.266 0.162
C -2.428 0.548 -1.057
N -0.249 -0.343 -0.368
H -0.499 1.357 1.770
H -0.651 2.239 0.304
H -2.149 1.961 1.268
H -2.041 -0.509 0.698
H -1.982 1.258 -1.728
H -3.376 1.043 -0.802
H -2.831 -0.413 -1.565
H 0.475 -0.576 0.346
H -0.389 -1.123 -1.014
H 0.300 0.330 -0.931
N 2.169 -0.863 1.273
C 2.748 -1.351 0.057
N 2.528 -0.748 -1.082
H 2.205 0.169 1.381
H 2.561 -1.269 2.131
H 3.237 -2.353 0.051
H 3.098 -1.158 -1.830

## Properties
* total charge: +1
* spin multiplicity: 1
* highest occupied orbital energy: -13.8900 eV
* energy above the lowest of the compared OMol25 structures with the same formula, charge and spin: 19.92 kcal/mol
* electronic energy: -8839.15896 eV
* frontier orbital gap: 11.1 eV

Record 2
Molecular formula: C16H27BF2MnN9OS
Method: DFT, wB97M-V/def2-TZVPD

Geometry (Å):
Mn -0.221 -0.451 -0.379
N -1.329 -0.838 2.752
C -1.574 0.468 3.470
C -3.077 0.739 3.476
C -3.612 1.008 2.064
N -3.491 -0.231 1.277
C -2.858 2.171 1.424
C -1.328 2.155 1.498
N -0.696 1.492 0.312
C -0.797 1.616 2.830
H -1.535 -1.629 3.358
H -0.364 -0.927 2.399
H -2.028 -0.851 1.945
H -1.208 0.340 4.488
H -3.261 1.604 4.114
H -3.615 -0.100 3.927
H -4.658 1.318 2.143
H -3.493 -0.090 0.269
H -4.266 -0.854 1.478
H -3.185 3.073 1.948
H -3.181 2.300 0.387
H -1.006 3.197 1.451
H 0.251 1.882 0.286
H -1.148 1.892 -0.509
H -0.838 2.436 3.550
H 0.261 1.366 2.738
N 1.119 -0.791 1.233
C 2.125 -0.194 1.198
C 3.149 0.728 1.154
C 4.434 0.400 0.669
N 5.484 0.137 0.271
C 2.659 2.056 1.265
N 2.088 3.057 1.348
C 4.917 -1.911 -2.503
S 3.703 -0.898 -3.320
C 4.367 0.716 -3.004
O 2.470 -0.905 -2.344
H 5.819 -1.880 -3.114
H 4.517 -2.924 -2.483
H 5.105 -1.531 -1.502
H 5.271 0.808 -3.605
H 4.596 0.820 -1.946
H 3.631 1.442 -3.341
F 2.029 -3.184 -1.865
B 1.495 -2.100 -2.527
F 1.334 -2.309 -3.876
N -2.682 -0.123 -3.481
C -2.012 -0.724 -2.465
C -0.560 -0.515 -2.333
N 0.177 -1.667 -1.859
C -0.499 -2.398 -0.911
C -1.768 -1.959 -0.587
N -2.648 -1.382 -1.549
H -2.176 0.137 -4.309
H -3.650 -0.375 -3.601
H -0.044 0.012 -3.126
H 0.073 -3.166 -0.412
H -2.266 -2.463 0.230

## Properties
* total charge: +1
* ⟨S²⟩: 0.843
* spin multiplicity: 2
* highest occupied orbital energy (spin up / spin down): -10.2386 / -10.1843 eV
* energy above the lowest of the compared OMol25 structures with the same formula, charge and spin: 1.40 kcal/mol
* electronic energy: -80752.05553 eV
* frontier orbital gap (spin up / spin down): 7.9 / 7.9 eV

Record 3
Molecular formula: C14H26HgN3OSi
Method: DFT, wB97M-V/def2-TZVPD

Geometry (Å):
Hg -0.463 -2.972 -0.373
C -1.708 0.563 3.128
N -0.378 0.321 2.570
C -0.118 0.974 1.291
C 0.268 -0.883 2.765
O 0.942 -1.416 1.885
N 0.082 -1.476 4.003
C 0.063 -0.689 5.229
C 0.594 -2.827 4.161
H -2.444 0.614 2.321
H -1.745 1.504 3.683
H -1.997 -0.247 3.792
H -0.588 1.958 1.305
H -0.512 0.397 0.448
H 0.952 1.097 1.142
H -0.044 0.369 5.008
H 1.002 -0.826 5.777
H -0.758 -0.997 5.884
H 0.545 -3.348 3.212
H -0.015 -3.355 4.897
H 1.635 -2.828 4.501
C -1.489 -1.497 -4.129
Si -1.324 0.058 -3.105
C -1.515 1.533 -4.248
C -2.736 0.111 -1.874
N 0.109 -0.122 -2.166
C 1.267 0.501 -2.030
C 2.227 -0.030 -1.105
C 3.445 0.582 -0.922
C 3.767 1.742 -1.637
C 2.851 2.293 -2.542
C 1.629 1.695 -2.741
H -2.483 -1.528 -4.594
H -1.375 -2.380 -3.492
H -0.735 -1.545 -4.925
H -2.490 1.478 -4.743
H -0.745 1.552 -5.030
H -1.471 2.483 -3.701
H -3.692 0.011 -2.408
H -2.755 1.056 -1.312
H -2.651 -0.715 -1.160
H 1.946 -0.911 -0.538
H 4.157 0.168 -0.218
H 4.726 2.223 -1.481
H 3.110 3.193 -3.087
H 0.914 2.115 -3.443

## Properties
* ⟨S²⟩: 0.798
* spin multiplicity: 2
* highest occupied orbital energy (spin up / spin down): -7.9639 / -8.0691 eV
* electronic energy: -33510.94425 eV
* frontier orbital gap (spin up / spin down): 8.7 / 6.7 eV

Record 4
Molecular formula: C8H14
Method: DFT, wB97M-V/def2-TZVPD

Geometry (Å):
C 1.333 0.881 2.598
C 1.148 0.807 1.267
C 0.204 -0.080 0.700
C 0.086 -0.311 -0.713
C -1.113 -1.008 -1.196
C -1.007 -1.772 -2.339
C 0.099 -1.922 -3.146
C 0.058 1.038 -1.504
H 2.068 1.542 3.045
H -1.783 2.458 6.416
H 0.958 0.080 3.214
H -0.458 -0.601 1.380
H 1.626 1.545 0.639
H 0.962 -0.872 -1.075
H -1.526 1.932 5.932
H -1.941 -1.080 -0.511
H -1.863 -2.349 -2.685
H 1.110 -2.058 -2.779
H -0.093 -2.334 -4.128
H 0.819 1.744 -1.179
H -0.899 1.540 -1.378
H 0.210 0.819 -2.558

## Properties
* spin multiplicity: 1
* highest occupied orbital energy: -5.9828 eV
* energy above the lowest of the compared OMol25 structures with the same formula, charge and spin: 150.74 kcal/mol
* electronic energy: -8516.54281 eV
* frontier orbital gap: 4.3 eV